No. 1
Formula: H26O13
Source: the Open Molecules 2025 dataset
Level of theory: ωB97M-V/def2-TZVPD

The geometry in XYZ format:
```
39
Properties=species:S:1:pos:R:3:forces:R:3:lowdin_charge:R:1
O 0.3697 3.1136 1.3668 -0.03 0.53 -0.33 -0.020
H 0.5903 2.4331 2.0028 0.39 -0.14 0.16 -0.028
H -0.1877 2.6719 0.7262 -0.30 -0.16 -0.19 0.016
O 1.2560 2.1048 -2.7226 1.10 -0.20 -0.14 0.218
H 0.4414 2.1094 -3.2252 -1.34 0.27 -0.62 0.047
H 0.9814 1.9314 -1.8222 -0.15 -0.11 1.06 0.068
O 2.9472 0.7024 0.2487 0.26 -0.31 -0.60 0.008
H 2.1631 0.5581 0.7784 -0.28 0.05 0.56 -0.017
H 2.9945 1.6527 0.1438 0.11 0.41 0.10 0.060
O -1.4609 -2.1600 2.1944 -0.55 0.04 -0.11 -0.037
H -1.5577 -1.7672 3.0619 -0.08 -0.16 0.24 0.026
H -0.6052 -1.8590 1.8888 0.54 -0.08 0.03 -0.030
O -2.2447 -1.8374 -1.1366 -0.01 0.14 0.28 -0.034
H -1.7720 -2.0030 -1.9523 0.49 0.08 -0.45 0.022
H -3.0292 -2.3824 -1.1989 -0.31 -0.22 0.22 0.076
O -0.1874 -1.3164 -2.9731 -0.87 0.06 -0.29 -0.040
H -0.0259 -1.7565 -3.8077 -0.06 -0.20 -0.33 0.087
H 0.6589 -1.3317 -2.5261 1.18 -0.21 0.81 0.009
O -0.0161 0.3420 0.1062 0.36 0.48 -0.62 0.006
H -0.1602 0.0977 1.0204 -0.31 0.07 0.59 0.009
H -0.4359 -0.3554 -0.3975 -0.32 -0.42 -0.17 0.026
O 1.8104 1.1628 2.9244 -0.03 -0.16 -0.21 -0.030
H 0.9261 1.1001 3.2854 -0.52 -0.21 0.27 0.014
H 2.3474 1.4667 3.6562 0.36 0.13 0.13 0.073
O -3.2278 0.6006 -0.2911 -0.02 1.00 0.04 0.048
H -3.7940 0.3428 0.4363 -0.29 -0.02 0.35 0.062
H -2.8023 -0.2122 -0.5638 0.36 -0.90 -0.40 -0.021
O -1.1909 1.0878 -3.5446 0.14 1.55 0.11 0.049
H -0.9132 0.3328 -3.0260 0.17 -1.12 0.20 0.003
H -0.9138 0.8809 -4.4371 -0.10 -0.23 -0.55 0.078
O 2.0914 -1.5505 -1.4378 -0.44 -0.35 -0.59 -0.034
H 2.9318 -1.2020 -1.7355 0.31 0.14 -0.04 0.068
H 1.9640 -1.1628 -0.5719 0.07 0.23 0.47 -0.011
O 1.3097 -1.9729 1.4239 -0.18 0.42 -0.17 -0.025
H 1.0856 -2.7561 0.9213 -0.02 -0.43 -0.26 0.071
H 1.9504 -2.2759 2.0673 0.26 0.00 0.30 0.081
O -1.1365 1.0086 2.7902 0.41 -0.28 0.06 -0.027
H -1.6875 1.7877 2.8647 -0.14 0.44 -0.11 0.076
H -1.4701 0.4135 3.4616 -0.18 -0.16 0.20 0.056
```
Positions in Å, forces in eV/Å.

## Properties
Molar mass, u: 234.2
Multiplicity: 2
Frontier orbital gap (alpha / beta), eV: 11.5 / 3.1
Total charge: +1

---

No. 2
Formula: H26O13Xe
Source: the Open Molecules 2025 dataset
Level of theory: ωB97M-V/def2-TZVPD

The geometry in XYZ format:
```
40
Properties=species:S:1:pos:R:3:forces:R:3:lowdin_charge:R:1
Xe 0.2834 -0.0699 -0.0247 -0.04 0.02 -0.04 0.524
O 0.5390 -3.2581 -2.8886 -0.25 0.25 -0.68 -0.071
H 0.7828 -3.2797 -1.9632 0.29 -0.04 0.65 -0.036
H 0.2972 -4.1612 -3.0942 -0.02 -0.17 -0.09 0.027
O 0.9348 2.9394 1.9815 -0.12 -0.18 0.56 -0.081
H 1.0249 2.7213 1.0538 0.08 0.01 -0.37 -0.062
H 1.4467 3.7408 2.0904 0.10 0.17 0.01 0.027
O 0.5423 -0.4709 3.5110 0.02 -0.32 0.11 -0.079
H 0.2303 0.3291 3.9339 -0.28 0.35 -0.01 0.060
H 1.4838 -0.3347 3.4048 0.22 0.01 -0.14 0.047
O 1.2053 -3.5683 -0.1626 0.39 -0.30 -0.11 -0.080
H 1.8065 -3.0123 0.3331 0.25 0.17 0.04 0.030
H 0.3364 -3.3295 0.1601 -0.78 0.12 0.12 -0.021
O -2.8928 -1.1800 -1.5160 -0.37 0.22 -0.50 -0.071
H -2.6782 -1.8148 -0.8325 0.30 -0.31 0.48 -0.006
H -2.4231 -1.4920 -2.2894 0.18 -0.10 -0.23 0.050
O -1.7128 -3.0916 0.2582 0.22 -0.21 -0.66 -0.071
H -2.1302 -3.9487 0.1726 -0.13 -0.30 -0.15 0.069
H -1.7654 -2.8912 1.1927 -0.05 0.56 1.06 0.006
O 1.5707 3.1804 -0.8330 -0.10 0.39 0.59 -0.076
H 2.0497 2.6281 -1.4508 0.45 -0.55 -0.68 0.004
H 1.5491 4.0424 -1.2485 0.16 0.37 -0.06 0.075
O -2.9014 1.9860 2.3073 0.18 0.14 0.56 -0.068
H -2.7482 1.8214 1.3769 -0.02 -0.15 -0.71 -0.015
H -3.8269 1.7798 2.4383 -0.18 -0.06 -0.04 0.026
O -1.0059 3.0505 -1.6107 -0.49 0.35 -0.58 -0.062
H -0.1229 3.0571 -1.2411 0.57 -0.33 0.30 -0.030
H -1.3472 3.9269 -1.4325 -0.26 0.23 0.02 0.062
O -1.5677 -2.2759 3.0318 -0.59 -0.58 -0.47 -0.046
H -0.7746 -1.7516 3.1431 0.60 0.65 0.10 -0.012
H -1.3697 -3.1057 3.4659 -0.01 -0.20 0.27 0.050
O -3.0277 1.4764 -0.8471 -0.61 0.29 0.56 -0.095
H -2.3555 2.0274 -1.2479 0.44 0.31 -0.04 -0.040
H -2.9313 0.6277 -1.2790 -0.13 -0.69 0.04 -0.030
O 3.9332 -0.0320 -0.4362 -0.22 -0.13 0.04 -0.075
H 4.4727 -0.5387 -1.0433 0.22 -0.29 -0.10 0.042
H 4.2268 0.8718 -0.5513 0.08 0.33 0.15 0.032
O 2.7387 1.4353 -2.7414 -0.14 0.52 -0.06 -0.048
H 2.4586 0.6868 -2.2147 -0.17 -0.54 0.23 -0.007
H 3.6683 1.2780 -2.9067 0.20 0.00 -0.16 0.049
```
Positions in Å, forces in eV/Å.

## Properties
Molar mass, u: 365.5
Frontier orbital gap, eV: 9.6
Total charge: 0

---

No. 3
Formula: H28O14
Source: the Open Molecules 2025 dataset
Level of theory: ωB97M-V/def2-TZVPD

The geometry in XYZ format:
```
42
Properties=species:S:1:pos:R:3:forces:R:3:lowdin_charge:R:1
O -2.1577 0.3409 0.7194 -2.04 -0.85 4.76 0.080
H -2.2684 -0.2405 1.4718 0.17 -0.94 0.25 0.135
H -1.7014 1.1050 1.0717 0.45 1.46 0.60 0.017
O -2.5040 0.0457 -1.3304 -5.06 -2.16 -6.72 0.074
H -3.4365 0.1752 -1.5035 -0.27 -0.15 -0.44 0.153
H -2.3944 0.2896 -0.4113 -1.10 -0.11 2.70 -0.150
O 0.3564 -2.8025 -1.3483 1.32 -0.53 -0.88 -0.051
H -0.3523 -2.8347 -1.9910 0.18 -0.16 0.15 0.016
H -0.0603 -2.4847 -0.5473 -0.35 0.22 0.02 -0.008
O 0.1355 -0.4538 0.0049 -1.00 -1.86 -2.89 -0.083
H 0.7732 0.1131 0.4387 -0.64 -0.87 -0.32 -0.099
H -0.6943 0.0175 0.0792 0.19 -0.81 0.60 0.014
O -0.6268 1.9854 0.7031 -0.47 4.83 2.58 -0.058
H -0.7576 1.8994 -0.2412 0.42 0.37 -2.14 -0.110
H -0.8025 2.9083 0.8867 0.08 0.34 0.29 0.142
O 1.4015 0.9522 1.1073 4.31 3.81 4.02 -0.060
H 1.3869 1.6364 0.4380 -0.19 1.81 -2.22 -0.033
H 1.9347 1.3182 1.8130 0.14 0.27 0.59 0.158
O -0.4966 -1.8302 1.9306 -1.12 -1.15 1.16 -0.061
H -0.9840 -2.4568 1.3958 -0.21 -0.27 -0.15 0.023
H 0.2408 -1.5673 1.3799 0.10 0.04 0.28 -0.021
O 0.9657 0.5477 -2.0234 -0.62 -8.49 -9.25 0.137
H 1.6963 0.2321 -2.5552 0.49 0.01 -0.30 0.155
H 0.4521 -0.2369 -1.8315 -0.38 -1.02 1.02 0.107
O 2.9638 -1.3308 -0.2450 1.53 -0.23 -2.33 -0.044
H 3.0597 -0.4080 -0.4805 0.08 0.16 -0.09 0.032
H 2.0569 -1.4100 0.0510 -0.28 -0.34 0.01 0.006
O 1.3210 2.0554 -0.8120 3.17 9.24 3.72 0.014
H 1.0618 1.3091 -1.3524 -0.11 0.95 1.33 -0.302
H 2.2580 2.1583 -0.9785 0.34 0.42 -0.22 0.101
O 2.0379 -1.0426 1.8205 0.60 -2.40 3.28 -0.064
H 2.9711 -1.1721 1.6514 0.05 -0.40 0.12 0.057
H 1.8641 -0.1462 1.5333 0.56 -1.38 0.37 -0.121
O -2.0218 -2.1112 -0.7836 -0.20 -2.84 1.00 -0.050
H -2.0620 -2.5333 -1.6417 -0.42 -0.20 0.01 0.049
H -2.0302 -1.1737 -0.9766 -0.19 -0.40 -0.41 -0.084
O -1.0949 1.6317 -1.3933 1.93 3.94 -3.64 0.053
H -0.5621 1.5147 -2.1798 0.02 0.61 -0.08 0.097
H -1.7115 0.8997 -1.4101 -0.60 0.25 -1.55 -0.152
O -0.4115 0.8488 2.5744 -0.70 -0.65 3.66 -0.052
H -0.1249 1.3017 1.7813 0.05 -0.02 0.60 -0.074
H 0.3185 0.9494 3.1853 -0.22 -0.49 0.49 0.058
```
Positions in Å, forces in eV/Å.

## Properties
Molar mass, u: 252.2
Frontier orbital gap, eV: 9.1
Total charge: 0

---

No. 4
Formula: H28O14
Source: the Open Molecules 2025 dataset
Level of theory: ωB97M-V/def2-TZVPD

The geometry in XYZ format:
```
42
Properties=species:S:1:pos:R:3:forces:R:3:lowdin_charge:R:1
H -0.4004 0.8590 0.4913 0.98 -0.21 -0.76 0.020
H 0.7621 0.2352 -0.4890 -2.30 1.39 0.48 0.088
H -1.9919 0.8335 -0.2198 -0.04 3.09 0.30 0.072
H -2.9292 1.9032 -0.6805 -0.38 0.40 0.21 0.015
H -1.3926 3.2634 -1.4765 0.54 -1.03 -1.10 0.064
H -2.2874 2.9919 -2.5909 -3.00 0.46 -1.22 -0.031
H 5.2061 -0.8575 0.5333 -0.70 0.68 -1.49 0.098
H 5.9503 -0.3631 -0.7025 -0.60 -0.14 -0.15 0.061
H 0.4855 1.8084 3.0443 1.79 -0.32 -1.20 0.076
H 1.1532 1.8203 1.6331 0.03 0.33 0.00 -0.004
H -4.4771 -1.7622 0.5659 -0.69 2.83 -0.42 0.084
H -3.6939 -0.7862 -0.2316 0.04 0.66 -0.24 -0.022
H -1.2474 -2.4866 -1.2626 0.66 -0.06 -0.10 0.025
H 0.2081 -2.9392 -1.3779 -0.03 -0.30 0.20 0.013
H 1.2057 -1.2677 1.1678 -0.20 -0.70 -0.18 0.025
H 1.3626 -1.3606 2.6570 0.38 -2.48 2.44 0.019
H -3.1723 -3.6193 0.5019 1.86 0.40 0.45 0.080
H -2.2633 -2.3902 0.3814 0.24 0.45 0.28 -0.011
H -4.4102 0.9289 -2.6967 -0.78 1.43 -2.01 0.020
H -3.4628 0.1139 -2.0314 -0.64 0.02 0.40 0.063
H -1.5766 -0.5345 3.3456 0.59 2.20 -1.42 0.101
H -0.3158 -0.0915 2.6558 1.57 -0.16 -0.57 -0.051
H 1.7885 4.8128 1.7988 -0.66 -1.69 -1.53 0.088
H 2.1563 4.2629 0.4121 0.69 0.12 -0.88 0.013
H 4.2967 -0.1542 -1.8896 0.50 -0.02 -1.31 0.009
H 5.2936 0.6719 -2.6909 -0.04 0.17 -0.23 0.025
H 2.2117 -2.6342 -0.5261 -0.65 -2.41 1.72 0.104
H 1.9579 -4.1842 -0.4435 0.24 -1.22 -0.85 0.014
O -0.0846 0.8103 -0.4425 2.57 -1.68 0.43 -0.112
O -2.1372 1.8576 -0.1343 -1.26 -3.03 0.37 -0.119
O -1.4124 2.8476 -2.3805 2.69 0.81 1.47 -0.051
O 5.0371 -0.5031 -0.3912 1.41 -0.83 2.82 -0.097
O 1.3394 1.5850 2.5467 -1.73 1.17 1.72 -0.104
O -4.5236 -0.7741 0.2488 0.42 -3.85 1.42 -0.078
O -0.3342 -2.1552 -1.2916 -0.62 0.33 -0.24 -0.056
O 1.3257 -0.7671 1.9716 -0.11 1.73 -2.56 -0.018
O -2.2348 -3.2975 0.6856 -2.12 -0.92 -0.51 -0.064
O -4.3714 0.4653 -1.8960 1.63 -0.97 0.72 -0.038
O -1.1881 0.2437 2.7971 -2.27 -2.01 1.85 -0.084
O 1.5236 4.1260 1.0978 -0.07 1.65 2.24 -0.069
O 4.7249 -0.0964 -2.7819 -0.62 0.12 0.37 -0.096
O 1.9181 -3.4164 0.0918 0.72 3.57 -0.91 -0.073
```
Positions in Å, forces in eV/Å.

## Properties
Molar mass, u: 252.2
Frontier orbital gap, eV: 9.6
Total charge: 0

---

No. 5
Formula: H28O14
Source: the Open Molecules 2025 dataset
Level of theory: ωB97M-V/def2-TZVPD

The geometry in XYZ format:
```
42
Properties=species:S:1:pos:R:3:forces:R:3:lowdin_charge:R:1
H -0.6728 -0.1439 0.4297 -0.10 0.11 0.26 0.078
H 0.8012 0.1581 0.2148 -0.20 -0.04 0.46 0.046
H -2.2778 -0.3778 4.0381 -0.17 -0.18 -0.10 0.050
H -2.8281 1.0359 4.1310 -0.07 0.09 -0.25 0.063
H 4.5249 -0.5965 1.1293 0.10 0.15 0.02 0.038
H 3.2724 0.1843 0.7664 0.24 0.14 -0.03 0.003
H -0.9373 1.8304 3.9517 0.15 0.06 -0.38 0.011
H -0.6321 1.9375 2.4667 -0.26 0.10 0.20 0.008
H 0.8570 -1.2280 -0.9272 -0.15 -0.26 -0.62 0.012
H 1.5584 -0.0831 -1.6394 0.27 -0.19 -0.52 -0.005
H -3.5319 2.3227 -0.9652 -0.07 -0.02 -0.37 0.013
H -2.8062 1.1207 -1.5473 0.08 0.21 -0.13 0.012
H 2.9281 -4.0769 1.2604 -0.12 0.01 -0.06 0.042
H 3.1390 -2.5776 1.1279 -0.12 -0.04 0.08 0.009
H 0.1017 1.4626 -2.0786 -0.16 0.05 -0.10 0.022
H 0.0733 2.7339 -1.2462 -0.23 0.06 -0.12 0.036
H 0.7065 -4.9940 -1.9258 0.05 0.08 -0.11 0.031
H 1.3733 -3.6401 -2.1055 -0.04 0.10 -0.12 0.005
H -2.5007 2.5189 0.5208 0.11 -0.10 0.23 0.000
H -3.5768 3.4611 1.0349 0.04 0.02 0.13 0.045
H -1.7406 -1.9695 -1.1245 -0.10 -0.09 -0.17 0.031
H -1.0768 -1.1908 -2.2484 0.26 -0.11 -0.07 0.030
H -3.5729 -2.7516 1.7676 -0.01 0.02 0.11 0.030
H -4.5345 -3.1880 2.8607 0.08 0.04 0.04 0.038
H 3.1953 2.0534 -3.5656 -0.09 -0.09 0.11 0.038
H 3.8454 0.8784 -2.8536 -0.11 0.04 -0.03 0.036
H 2.8519 3.1874 -0.5377 0.09 -0.02 0.13 0.066
H 1.9889 1.9367 -0.5070 -0.01 0.20 0.01 0.006
O -0.0694 0.3091 -0.1701 -0.24 -0.06 1.57 -0.066
O -2.2117 0.4919 3.6279 -0.46 -1.11 0.49 -0.064
O 3.9418 0.0986 1.4546 -0.17 -0.29 -0.07 -0.042
O -0.9013 2.4649 3.2271 0.99 0.92 0.13 -0.091
O 1.2363 -0.9809 -1.7781 1.08 -0.32 -0.33 -0.062
O -3.6827 1.4275 -1.2893 0.04 -0.10 0.23 -0.050
O 2.4472 -3.2482 1.1556 0.14 0.08 -0.01 -0.055
O -0.5011 2.1275 -1.7272 -0.08 0.73 -0.65 -0.054
O 1.3723 -4.5389 -2.4535 0.00 -0.11 0.19 -0.063
O -2.6409 3.2515 1.1312 -0.20 0.11 -0.40 -0.047
O -1.2021 -2.0865 -1.9153 -0.42 -0.09 0.32 -0.045
O -3.6877 -2.7483 2.7246 -0.06 -0.04 -0.10 -0.058
O 3.0629 1.1208 -3.3616 0.08 -0.16 -0.29 -0.060
O 2.7703 2.3106 -0.9296 -0.16 0.08 0.30 -0.037
```
Positions in Å, forces in eV/Å.

## Properties
Molar mass, u: 252.2
Frontier orbital gap, eV: 9.9
Total charge: 0

---

No. 6
Formula: H28O14
Source: the Open Molecules 2025 dataset
Level of theory: ωB97M-V/def2-TZVPD

The geometry in XYZ format:
```
42
Properties=species:S:1:pos:R:3:forces:R:3:lowdin_charge:R:1
O -4.2650 3.4606 2.2310 -0.16 -0.24 -0.04 -0.053
H -3.3912 3.6398 1.8838 0.33 0.03 -0.05 0.025
H -4.6782 4.3215 2.2973 -0.12 0.20 0.06 0.029
O -1.3456 -5.3697 1.5335 0.32 -0.10 0.03 -0.056
H -1.9883 -5.9242 1.0912 -0.15 -0.15 -0.11 0.030
H -1.7706 -4.5145 1.5984 -0.14 0.33 0.08 0.024
O 4.4539 -0.8048 -2.3969 -0.16 0.02 -0.18 -0.051
H 5.3722 -0.5406 -2.4538 0.22 0.09 -0.07 0.029
H 4.3691 -1.1919 -1.5255 -0.10 -0.13 0.24 0.024
O -3.0381 -1.5662 2.5933 0.16 -0.27 -0.10 -0.054
H -3.8763 -1.2382 2.2676 -0.22 0.10 -0.14 0.030
H -2.8526 -1.0283 3.3630 0.09 0.14 0.20 0.030
O 3.7421 1.7649 1.5057 -0.22 0.12 -0.17 -0.052
H 4.6853 1.6920 1.3598 0.23 0.02 -0.07 0.030
H 3.5679 1.1821 2.2448 -0.08 -0.21 0.29 0.024
O -1.0696 5.2545 -0.5739 0.02 -0.03 0.28 -0.054
H -0.9432 4.7099 -1.3508 0.11 -0.21 -0.22 0.031
H -1.7896 5.8408 -0.8063 -0.15 0.20 -0.05 0.026
O 2.4561 -4.1053 -0.3768 0.09 0.31 0.03 -0.057
H 2.8310 -4.7059 -1.0210 0.12 -0.13 -0.20 0.032
H 1.8183 -4.6346 0.1021 -0.28 -0.14 0.17 0.026
O 0.8386 4.3190 4.0113 -0.21 -0.02 0.16 -0.054
H 1.0610 4.0219 3.1290 0.03 -0.09 -0.28 0.025
H 1.6435 4.7196 4.3396 0.18 0.10 0.10 0.028
O 3.1832 -1.6860 3.8421 0.07 0.29 -0.04 -0.053
H 3.2284 -2.3309 4.5480 0.02 -0.12 0.22 0.032
H 2.9398 -2.1939 3.0682 -0.08 -0.14 -0.24 0.026
O -0.0383 0.7760 -0.2400 -0.28 0.12 -0.07 -0.048
H 0.0062 -0.1713 -0.1106 -0.05 -0.26 0.03 0.028
H 0.8383 1.0900 -0.0180 0.29 0.18 0.04 0.024
O 1.9485 1.7543 -4.7059 -0.13 0.26 -0.02 -0.054
H 1.9056 0.9136 -4.2501 -0.06 -0.26 0.16 0.023
H 2.7317 1.6911 -5.2526 0.18 -0.01 -0.13 0.027
O -3.7602 -2.5476 -2.4903 0.18 -0.27 0.11 -0.053
H -3.8724 -1.6263 -2.2563 -0.02 0.36 0.11 0.023
H -4.1758 -2.6296 -3.3487 -0.10 -0.03 -0.22 0.031
O -3.8700 1.4623 -1.3992 -0.13 -0.21 -0.20 -0.051
H -3.0067 1.4156 -0.9883 0.37 -0.05 0.12 0.020
H -4.2281 2.3017 -1.1104 -0.15 0.17 0.12 0.025
O 0.1806 -2.3744 -3.8057 0.10 0.07 -0.24 -0.051
H 0.7789 -2.3706 -3.0586 0.21 0.00 0.20 0.020
H -0.6204 -2.7764 -3.4697 -0.32 -0.06 0.09 0.022
```
Positions in Å, forces in eV/Å.

## Properties
Molar mass, u: 252.2
Frontier orbital gap, eV: 11.1
Total charge: 0